The following is a quantum chemistry calculation of a structure of composition C23H21ClF4IN2O9S2W, from the Open Molecules 2025 dataset.

Geometry (Å):
W -1.529 -1.051 -0.866
C 1.319 3.761 4.493
C 1.860 2.339 4.537
C 3.376 2.346 4.656
C 3.915 0.931 4.734
C 3.451 0.140 3.544
C 4.187 -0.916 3.057
C 3.743 -1.646 1.959
F 4.506 -2.672 1.536
C 2.574 -1.352 1.319
C 1.820 -0.270 1.795
C 0.553 0.043 1.150
O 0.187 -0.626 0.146
C -0.202 1.109 1.677
C 0.285 1.803 2.738
N 1.465 1.554 3.342
C 2.245 0.484 2.898
C -1.528 1.496 1.074
O -2.066 2.511 1.496
O -2.017 0.708 0.196
H 1.812 4.342 5.273
H 0.248 3.820 4.672
H 1.532 4.229 3.531
H 1.449 1.827 5.415
H 3.649 2.920 5.542
H 3.795 2.861 3.786
H 3.558 0.458 5.655
H 5.005 0.924 4.778
H 5.121 -1.194 3.530
H 2.206 -1.942 0.488
H -0.308 2.621 3.116
C -4.392 0.126 -1.171
O -3.276 -0.699 -1.352
H -4.614 0.607 -2.127
H -4.168 0.889 -0.425
H -5.236 -0.484 -0.841
O -2.511 0.053 -4.320
Cl -2.052 1.355 -3.883
O -0.916 1.760 -4.675
O -3.117 2.312 -3.999
O -1.639 1.256 -2.488
F -2.890 -3.194 0.858
C -2.388 -1.929 0.980
F -3.452 -1.214 1.464
F -1.524 -1.994 2.053
I -0.077 -3.582 -0.697
C 0.214 -1.733 -3.724
C 1.373 -1.637 -4.509
C 2.323 -0.694 -4.206
C 2.083 0.187 -3.161
C 0.920 0.032 -2.449
N 0.013 -0.941 -2.668
H 1.486 -2.296 -5.357
H 3.223 -0.621 -4.804
H 2.757 0.992 -2.909
H 0.672 0.728 -1.664
C -4.594 -2.341 -4.879
O -3.188 -2.576 -5.006
C -2.525 -2.871 -3.893
S -0.798 -3.019 -4.392
S -3.136 -3.200 -2.442
H -4.924 -2.076 -5.879
H -4.755 -1.518 -4.183
H -5.102 -3.235 -4.519

Summary:
- spin multiplicity = 1
- energy relative to the best compared isomer or geometry (same formula, charge and spin) (kcal per mole) = 85.62
- frontier orbital gap (spin up / spin down) (eV) = 5.68 / 5.63
- total charge = -1
- DFT total energy (Eh) = -3696.430511
- LUMO level (spin up / spin down) (eV) = 1.646 / 1.706

Now the natural (NBO) charges, all in e: 1.48 -0.62 -0.02 -0.40 -0.42 -0.03 -0.24 0.39 -0.32 -0.25 -0.05 0.49 -0.66 -0.30 0.14 -0.35 0.16 0.80 -0.66 -0.72 0.22 0.23 0.22 0.19 0.22 0.21 0.21 0.22 0.22 0.28 0.25 -0.25 -0.70 0.20 0.22 0.18 -0.89 2.56 -0.87 -0.85 -0.87 -0.37 0.68 -0.37 -0.38 -0.43 0.13 -0.26 -0.14 -0.27 0.12 -0.52 0.23 0.21 0.22 0.22 -0.26 -0.49 0.04 0.30 0.12 0.20 0.22 0.19